{"formula": "C67H59AsBrFeN3O3P2S2Se", "method": "ωB97M-V/def2-TZVPD", "species": ["Fe", "O", "S", "C", "C", "C", "C", "C", "C", "P", "C", "C", "C", "C", "C", "C", "C", "C", "C", "C", "C", "C", "C", "C", "C", "C", "C", "C", "P", "C", "C", "C", "C", "C", "C", "C", "C", "C", "C", "C", "C", "H", "H", "H", "H", "H", "H", "H", "H", "H", "H", "H", "H", "H", "H", "H", "H", "H", "H", "H", "H", "H", "H", "H", "H", "H", "H", "H", "H", "C", "C", "C", "C", "C", "C", "As", "C", "C", "C", "C", "C", "C", "C", "C", "C", "C", "C", "C", "H", "H", "H", "H", "H", "H", "H", "H", "H", "H", "H", "H", "H", "H", "H", "C", "N", "C", "C", "S", "N", "C", "C", "H", "H", "H", "H", "H", "H", "H", "H", "H", "H", "H", "H", "Se", "C", "N", "Br", "C", "C", "C", "C", "C", "C", "C", "O", "O", "H", "H", "H", "H"], "xyz": [[0.8698, -0.2054, -0.0652], [4.4198, 0.2076, -0.5801], [3.3478, -0.5959, 0.0172], [3.7276, -0.7167, 1.7791], [5.0569, -0.9504, 2.1068], [5.4562, -0.9351, 3.4298], [4.5251, -0.6642, 4.4229], [3.2079, -0.4085, 4.0874], [2.7860, -0.4155, 2.7554], [1.0386, -0.0556, 2.3304], [0.2100, -0.8510, 3.7635], [0.6104, -2.1119, 4.1999], [0.0492, -2.6796, 5.3317], [-0.9241, -1.9922, 6.0443], [-1.3528, -0.7516, 5.6005], [-0.7974, -0.1872, 4.4615], [0.6980, 1.6940, 2.7582], [1.1821, 2.3025, 3.9114], [0.8288, 3.6087, 4.2151], [-0.0193, 4.3144, 3.3741], [-0.4872, 3.7211, 2.2095], [-0.1205, 2.4210, 1.9008], [3.6888, -2.2780, -0.4813], [5.0014, -2.6135, -0.7949], [5.2913, -3.9141, -1.1591], [4.2738, -4.8632, -1.2235], [2.9647, -4.4989, -0.9739], [2.6549, -3.1863, -0.6121], [0.9177, -2.6329, -0.4898], [0.2560, -3.8014, 0.7453], [1.0967, -4.3654, 1.7029], [0.6055, -5.2905, 2.6119], [-0.7300, -5.6622, 2.5733], [-1.5770, -5.0979, 1.6303], [-1.0890, -4.1683, 0.7254], [0.3433, -3.3323, -2.0899], [0.7107, -2.6572, -3.2527], [0.4463, -3.1971, -4.5007], [-0.2030, -4.4167, -4.6069], [-0.5605, -5.1036, -3.4569], [-0.2798, -4.5743, -2.2054], [5.7807, -1.1141, 1.3219], [6.4901, -1.1243, 3.6839], [4.8258, -0.6453, 5.4616], [2.4950, -0.2151, 4.8765], [1.3908, -2.6405, 3.6721], [0.3869, -3.6508, 5.6696], [-1.3470, -2.4241, 6.9418], [-2.1261, -0.2190, 6.1380], [-1.1404, 0.7842, 4.1336], [1.8344, 1.7681, 4.5855], [1.2140, 4.0730, 5.1129], [-0.3190, 5.3221, 3.6330], [-1.1396, 4.2649, 1.5370], [-0.4684, 1.9812, 0.9719], [5.7637, -1.8472, -0.7768], [6.3077, -4.1896, -1.4057], [4.5013, -5.8831, -1.5024], [2.1732, -5.2298, -1.0817], [2.1477, -4.1010, 1.7257], [1.2718, -5.7300, 3.3429], [-1.1095, -6.3948, 3.2732], [-2.6205, -5.3818, 1.5954], [-1.7585, -3.7344, -0.0084], [1.2570, -1.7323, -3.1779], [0.7467, -2.6557, -5.3892], [-0.4215, -4.8374, -5.5797], [-1.0511, -6.0653, -3.5277], [-0.5471, -5.1464, -1.3283], [-4.0137, -2.7709, -3.6736], [-2.9932, -1.8656, -3.9215], [-2.3850, -1.1997, -2.8684], [-2.8107, -1.4034, -1.5589], [-3.8273, -2.3236, -1.3154], [-4.4195, -3.0074, -2.3690], [-1.9982, -0.3420, -0.1322], [-2.8597, 1.3806, -0.4809], [-3.2733, 1.7668, -1.7501], [-3.8557, 3.0104, -1.9533], [-4.0301, 3.8827, -0.8884], [-3.6339, 3.4982, 0.3845], [-3.0545, 2.2527, 0.5861], [-3.2078, -0.9146, 1.2924], [-2.8048, -1.8719, 2.2085], [-3.7109, -2.4145, 3.1145], [-5.0211, -1.9723, 3.1320], [-5.4325, -0.9962, 2.2305], [-4.5370, -0.4802, 1.3107], [-4.4902, -3.2920, -4.4933], [-2.6621, -1.6813, -4.9352], [-1.5805, -0.5070, -3.0711], [-4.1686, -2.5138, -0.3062], [-5.2111, -3.7170, -2.1660], [-3.1676, 1.0899, -2.5868], [-4.1818, 3.2906, -2.9477], [-4.4909, 4.8495, -1.0462], [-3.7928, 4.1590, 1.2277], [-2.7810, 1.9506, 1.5901], [-1.7846, -2.2231, 2.2057], [-3.3799, -3.1767, 3.8064], [-5.7265, -2.3871, 3.8400], [-6.4589, -0.6538, 2.2310], [-4.8763, 0.2554, 0.5925], [-0.5453, 4.4362, -2.6678], [0.1543, 5.4110, -1.8380], [0.1386, 6.7630, -2.3943], [1.1468, 5.0183, -1.0037], [1.8782, 3.5004, -1.2706], [1.5230, 5.8340, -0.0169], [2.7271, 5.5799, 0.7630], [0.6466, 6.8583, 0.5369], [-1.5280, 4.8438, -2.9016], [-0.6650, 3.4965, -2.1311], [-0.0069, 4.2482, -3.6012], [0.3642, 6.7069, -3.4617], [0.8878, 7.3894, -1.9228], [-0.8444, 7.2198, -2.2720], [3.4307, 4.9843, 0.1875], [2.4840, 5.0451, 1.6823], [3.1880, 6.5349, 1.0139], [-0.3685, 6.7251, 0.1732], [0.9939, 7.8626, 0.2888], [0.6517, 6.7543, 1.6214], [4.7884, 2.9343, 2.0934], [3.4230, 2.3211, 1.1854], [2.4679, 1.9018, 0.6355], [-2.1857, 2.5336, -6.6040], [-0.6082, 1.7623, -5.8908], [0.4091, 1.3589, -6.7412], [1.5579, 0.7953, -6.1998], [1.6745, 0.6177, -4.8297], [0.6387, 1.0175, -3.9926], [-0.5049, 1.6030, -4.5221], [0.6911, 0.7290, -2.5268], [-0.2256, 1.1230, -1.7766], [1.6519, 0.0357, -2.0764], [0.3063, 1.4817, -7.8102], [2.3592, 0.4870, -6.8579], [2.5595, 0.1731, -4.3937], [-1.3012, 1.9140, -3.8612]], "forces_ev_per_angstrom": [[1.70, -1.49, -0.12], [-0.15, -0.11, -0.18], [-0.39, 0.10, 0.47], [0.16, 0.10, -0.12], [-0.02, 0.00, 0.02], [-0.02, -0.01, -0.03], [0.00, 0.00, -0.02], [0.02, -0.01, 0.01], [-0.08, -0.04, 0.03], [-0.19, 0.27, -0.08], [-0.19, -0.11, -0.23], [-0.02, -0.03, -0.04], [-0.01, -0.01, 0.00], [-0.02, -0.04, -0.02], [-0.07, -0.03, -0.05], [-0.01, -0.01, -0.01], [0.09, 0.01, -0.06], [-0.01, 0.03, -0.02], [0.03, -0.01, 0.00], [-0.01, 0.01, -0.04], [0.02, 0.07, 0.01], [0.00, -0.06, 0.02], [-0.08, 0.05, -0.12], [0.02, -0.02, 0.02], [-0.02, 0.02, 0.01], [-0.01, 0.01, 0.01], [0.02, -0.01, -0.02], [0.05, 0.13, 0.06], [-0.16, 0.23, 0.11], [-0.01, 0.07, -0.02], [0.04, -0.04, -0.02], [0.01, 0.01, 0.01], [0.00, 0.00, 0.00], [-0.01, 0.02, 0.01], [-0.01, 0.09, 0.09], [-0.08, 0.05, -0.01], [0.10, -0.06, -0.01], [-0.05, 0.05, 0.01], [-0.04, -0.02, -0.01], [0.01, -0.01, -0.02], [-0.09, 0.04, 0.04], [0.02, 0.00, -0.01], [0.01, 0.01, 0.00], [0.01, 0.01, 0.01], [-0.01, -0.03, 0.00], [0.04, -0.03, 0.00], [0.00, -0.01, -0.01], [-0.01, -0.01, 0.00], [0.01, 0.02, 0.01], [-0.02, 0.00, 0.01], [0.03, -0.01, 0.02], [0.00, 0.00, 0.02], [0.01, 0.03, -0.02], [-0.01, -0.01, 0.00], [0.04, 0.02, -0.01], [0.02, 0.01, -0.01], [0.01, -0.01, 0.00], [0.01, -0.01, -0.01], [-0.01, 0.01, -0.01], [-0.01, -0.01, 0.02], [0.01, 0.00, 0.01], [0.00, -0.01, 0.01], [-0.02, 0.01, 0.00], [-0.03, 0.01, 0.02], [0.00, 0.16, 0.00], [0.01, 0.00, 0.00], [0.01, 0.00, -0.01], [-0.01, 0.00, 0.00], [0.02, 0.00, -0.07], [-0.02, -0.02, -0.01], [0.06, -0.03, -0.02], [0.06, -0.09, -0.03], [0.11, 0.00, -0.05], [0.05, -0.04, 0.03], [0.01, 0.01, 0.01], [-0.10, 0.06, 0.20], [0.07, 0.10, 0.01], [-0.03, 0.00, 0.01], [0.00, -0.02, -0.02], [0.00, 0.03, 0.00], [0.00, -0.01, -0.01], [-0.03, -0.04, -0.04], [-0.11, 0.14, 0.00], [0.00, -0.05, 0.03], [0.12, 0.06, 0.03], [-0.06, -0.01, 0.00], [0.00, -0.03, 0.01], [0.07, 0.02, -0.01], [0.00, -0.01, -0.01], [0.02, 0.01, -0.02], [0.04, 0.04, -0.04], [-0.02, 0.01, -0.02], [0.00, -0.01, 0.00], [0.02, 0.03, -0.01], [0.00, 0.00, 0.00], [-0.01, 0.00, 0.00], [0.00, 0.01, 0.01], [-0.01, 0.02, 0.00], [0.13, -0.01, 0.07], [0.03, -0.03, 0.06], [0.00, 0.00, 0.01], [-0.01, 0.01, 0.01], [-0.02, -0.02, 0.01], [-0.02, -0.08, 0.01], [0.08, 0.01, -0.03], [-0.04, 0.02, 0.04], [-0.06, 0.03, 0.08], [0.13, 0.01, -0.03], [-0.02, -0.03, -0.04], [0.04, -0.03, 0.03], [0.00, 0.01, -0.02], [-0.02, 0.00, -0.02], [-0.01, 0.02, -0.01], [-0.01, 0.02, 0.00], [-0.01, -0.01, 0.00], [0.02, 0.00, 0.01], [0.01, 0.01, 0.02], [0.01, 0.00, 0.00], [0.00, -0.03, 0.01], [-0.01, 0.00, 0.01], [-0.01, -0.01, -0.01], [-0.01, 0.00, -0.01], [-0.01, -0.02, 0.03], [0.17, 0.00, 0.10], [-0.21, 0.17, 0.05], [-0.25, 0.17, -0.36], [0.02, 0.01, 0.00], [-0.03, 0.02, -0.02], [0.03, -0.01, 0.01], [-0.01, 0.02, 0.00], [-0.01, 0.01, 0.02], [0.04, -0.10, -0.01], [0.01, -0.03, -0.02], [-0.03, 0.17, 0.07], [-0.17, 0.35, -0.29], [-0.54, -0.15, 0.50], [0.00, 0.02, -0.01], [0.01, 0.00, 0.00], [0.00, -0.02, -0.01], [-0.05, -0.03, 0.03]], "lowdin_spin": [-0.0027, -0.0006, -0.0005, 0.0005, 0.0006, 0.0030, 0.0025, 0.0005, 0.0006, -0.0004, -0.0001, 0.0000, 0.0000, 0.0000, 0.0000, 0.0000, -0.0004, -0.0003, -0.0002, -0.0002, -0.0003, -0.0002, 0.0000, 0.0000, 0.0000, 0.0000, 0.0000, 0.0000, 0.0002, 0.0000, 0.0000, 0.0000, 0.0000, 0.0000, 0.0000, 0.0001, 0.0000, 0.0000, 0.0000, 0.0000, 0.0000, 0.0000, 0.0000, 0.0000, 0.0000, 0.0000, 0.0000, 0.0000, 0.0000, 0.0000, 0.0000, 0.0000, 0.0000, 0.0000, -0.0002, 0.0000, 0.0000, 0.0000, 0.0000, 0.0000, 0.0000, 0.0000, 0.0000, 0.0000, 0.0000, 0.0000, 0.0000, 0.0000, 0.0000, 0.0000, 0.0000, 0.0000, 0.0000, 0.0000, 0.0000, 0.0002, 0.0001, 0.0000, 0.0000, 0.0000, 0.0000, 0.0000, 0.0001, 0.0000, 0.0000, 0.0000, 0.0000, 0.0000, 0.0000, 0.0000, 0.0000, 0.0000, 0.0000, 0.0000, 0.0000, 0.0000, 0.0000, 0.0000, 0.0000, 0.0000, 0.0000, 0.0000, 0.0000, 0.0100, 0.0472, 0.0037, 0.0521, 0.5074, 0.0095, 0.0076, 0.0010, 0.0000, 0.0027, 0.0027, 0.0007, 0.0002, 0.0022, 0.0047, -0.0001, -0.0002, 0.0005, 0.0008, -0.0002, 0.1613, 0.0299, 0.1494, 0.0000, 0.0000, 0.0003, -0.0001, 0.0005, 0.0019, 0.0005, 0.0016, -0.0003, 0.0002, 0.0000, 0.0000, 0.0000, 0.0000], "spin_multiplicity": 2, "charge": 1, "e_tot_ev": -351906.0530, "e_above_lowest_kj_mol": 62.26, "lumo_energy_ev": [-2.1, -4.3], "orbital_gap_ev": [7.787, 5.335]}